(1)
The following is a DFT calculation (ωB97M-V with the def2-TZVPD basis set) of C19H15MnNO4S5 as an isolated structure.

Geometry as XYZ:
```
45
C19H15MnNO4S5 ωB97M-V with the def2-TZVPD basis set
Mn -0.15 0.58 1.26
S -1.22 2.66 1.66
C -2.09 2.97 0.15
C -2.15 4.28 -0.25
C -2.58 4.55 -1.56
C -2.89 3.50 -2.47
C -2.77 2.14 -2.00
C -2.46 1.91 -0.68
S -2.39 0.38 0.10
C -1.82 -0.69 -1.25
C -0.98 -1.82 -0.64
C -1.02 -3.09 -1.19
C -0.36 -4.14 -0.60
C 0.45 -3.88 0.51
C 0.50 -2.54 1.00
C 1.41 -2.16 2.19
S 1.92 -0.47 2.11
C 2.82 -0.57 0.52
C 3.92 -1.41 0.35
C 4.67 -1.31 -0.83
C 4.41 -0.34 -1.73
C 3.33 0.52 -1.56
C 2.53 0.48 -0.41
S 1.23 1.56 -0.13
N -0.19 -1.55 0.41
H -1.92 5.10 0.36
H -2.60 5.61 -1.93
H -3.25 3.62 -3.49
H -3.07 1.38 -2.69
H -1.17 -0.23 -1.94
H -2.67 -1.12 -1.78
H -1.57 -3.28 -2.06
H -0.39 -5.20 -1.04
H 0.99 -4.75 1.01
H 2.27 -2.76 2.23
H 0.79 -2.27 3.18
H 4.02 -2.07 1.21
H 5.50 -2.00 -0.91
H 5.04 -0.40 -2.62
H 3.06 1.33 -2.27
O -2.44 2.07 2.55
S -1.81 1.02 3.65
O -0.82 1.80 4.40
O -1.10 -0.02 2.86
O -2.98 0.58 4.29
```

The net charge is 0. For the LUMO energy (spin up / spin down), the calculation gives 0.000 / -0.001 Eh. As for the spin multiplicity: 4. The calculation puts the highest occupied orbital energy (spin up / spin down) at -7.49 / -7.74 eV.

(2)
The following is a DFT calculation (ωB97M-V with the def2-TZVPD basis set) of an isolated molecule of C6H10N2O2.

Geometry as XYZ:
```
20
C6H10N2O2 ωB97M-V with the def2-TZVPD basis set
C -2.78 -0.35 0.93
C -2.08 -0.12 -0.44
N -0.66 -0.54 -0.17
C 0.55 0.16 -0.20
C 0.54 1.70 -0.44
C 1.65 -0.53 -0.36
O 1.74 -1.88 -0.01
O 2.91 0.11 -0.52
C 3.71 0.06 0.44
N 4.31 0.12 1.41
H -2.40 -1.26 1.35
H -2.43 0.55 1.55
H -3.83 -0.22 0.72
H -1.96 0.95 -0.48
H -2.40 -0.58 -1.30
H -0.46 -1.50 -0.12
H 0.37 1.78 -1.57
H 1.59 2.00 -0.23
H -0.24 2.05 0.15
H 1.87 -2.50 -0.71
```

The net charge is 0. For the LUMO energy, the calculation gives 0.017 Eh. The calculation puts the highest occupied orbital energy at -8.11 eV.

(3)
The following is a DFT calculation (ωB97M-V with the def2-TZVPD basis set) of an isolated ion of composition C10H12N3O2 and charge +1.

Geometry as XYZ:
```
27
C10H12N3O2 ωB97M-V with the def2-TZVPD basis set
C -4.12 0.70 0.71
O -2.68 0.79 0.58
N -2.06 1.29 -0.67
C -0.99 2.18 -0.34
C 0.24 1.64 -0.12
N 0.38 0.31 -0.34
C 1.52 -0.42 0.11
C 2.78 0.06 -0.22
C 3.91 -0.66 0.09
C 3.71 -1.91 0.78
C 2.42 -2.44 1.02
C 1.33 -1.72 0.67
C -0.45 -0.40 -1.16
O -0.31 -1.47 -1.67
N -1.63 0.35 -1.46
H -4.58 0.27 -0.13
H -4.74 1.72 0.91
H -4.29 0.02 1.53
H -3.03 1.84 -1.07
H -1.15 3.24 -0.02
H 0.87 2.20 0.43
H 2.86 0.98 -0.96
H 5.02 -0.42 -0.07
H 4.69 -2.45 0.92
H 2.30 -3.30 1.52
H 0.35 -2.01 0.97
H -2.35 -0.36 -1.98
```

The net charge is +1. For the LUMO energy, the calculation gives -0.140 Eh. The calculation puts the highest occupied orbital energy at -12.06 eV.

(4)
The following is a DFT calculation (ωB97M-V with the def2-TZVPD basis set) of C38H41CaN9O3S3Te as an isolated structure.

Geometry as XYZ:
```
96
C38H41CaN9O3S3Te ωB97M-V with the def2-TZVPD basis set
Ca -0.54 -0.35 1.05
C 4.06 5.62 2.03
C 3.24 4.45 1.51
C 3.58 3.77 0.38
C 2.91 2.64 -0.10
C 3.30 2.13 -1.33
N 2.78 1.11 -1.93
C 2.74 0.93 -3.40
C 3.83 -0.08 -3.83
C 4.15 -1.14 -2.75
N 2.98 -1.99 -2.44
C 2.55 -2.42 -1.31
C 3.06 -2.25 -0.03
C 4.39 -2.23 0.32
C 4.73 -2.15 1.67
C 6.19 -2.15 2.08
C 3.78 -1.95 2.65
C 2.45 -1.81 2.38
C 1.48 -1.47 3.50
N 0.25 -1.18 3.34
C -0.56 -0.97 4.54
C -1.71 0.01 4.31
C -1.48 1.41 3.67
N -0.43 1.47 2.64
C 0.25 2.55 2.62
C 1.35 2.87 1.76
C 2.02 4.03 2.06
C 1.83 2.07 0.64
O 1.32 0.94 0.34
C 2.05 -2.07 0.97
O 0.83 -2.10 0.60
H 3.47 6.60 2.01
H 4.91 5.74 1.38
H 4.33 5.43 3.05
H 4.45 4.14 -0.11
H 4.01 2.75 -1.88
H 2.07 0.59 -1.37
H 2.86 1.85 -3.96
H 1.72 0.53 -3.61
H 4.77 0.44 -4.03
H 3.50 -0.45 -4.87
H 4.41 -0.66 -1.79
H 4.91 -1.86 -3.12
H 2.42 -2.25 -3.23
H 1.68 -3.05 -1.45
H 5.20 -2.27 -0.41
H 6.74 -2.51 1.23
H 6.39 -2.92 2.81
H 6.44 -1.15 2.55
H 4.13 -1.77 3.59
H 1.92 -1.46 4.52
H 0.07 -0.63 5.34
H -1.05 -1.91 4.80
H -2.29 0.12 5.28
H -2.44 -0.58 3.74
H -1.20 2.07 4.52
H -2.44 1.71 3.28
H -0.08 3.45 3.20
H 1.63 4.61 2.94
S -3.23 0.03 -0.35
C -2.37 1.58 -0.20
C -2.77 2.52 0.76
N -3.20 3.27 1.51
C -1.31 1.82 -1.01
S -0.65 0.80 -2.21
C -0.62 3.10 -0.84
N 0.03 4.05 -0.85
O -4.33 -1.02 1.84
N -3.01 -0.61 1.20
Te -5.61 0.37 2.38
C -6.37 1.01 0.58
C -6.21 2.28 0.11
C -6.66 2.41 -1.23
C -7.27 1.24 -1.66
S -7.16 -0.02 -0.49
H -5.73 3.02 0.75
H -6.63 3.30 -1.90
H -7.88 1.13 -2.54
N 0.28 -2.63 -3.28
C -0.83 -2.62 -2.97
N -2.12 -2.69 -2.67
C -3.13 -2.02 -3.49
C -4.15 -3.11 -3.97
C -4.58 -4.01 -2.81
C -4.03 -3.55 -1.48
C -2.54 -3.42 -1.54
H -2.70 -1.47 -4.30
H -3.62 -1.30 -2.88
H -3.71 -3.77 -4.69
H -5.06 -2.70 -4.31
H -4.12 -4.97 -2.96
H -5.65 -4.10 -2.72
H -4.16 -4.27 -0.72
H -4.44 -2.54 -1.29
H -2.18 -4.46 -1.49
H -2.19 -2.92 -0.66
```

The net charge is 0. For the LUMO energy, the calculation gives -0.022 Eh. The calculation puts the highest occupied orbital energy at -6.18 eV.

(5)
The following is a DFT calculation (ωB97M-V with the def2-TZVPD basis set) of an isolated molecule of C7H13NO4S.

Geometry as XYZ:
```
26
C7H13NO4S ωB97M-V with the def2-TZVPD basis set
N 3.11 1.19 0.81
C 2.62 -0.01 0.34
O 3.13 -1.06 0.61
C 1.51 0.12 -0.69
C 0.73 -1.17 -0.92
C -0.74 -1.22 -0.48
C -1.67 -0.22 -1.21
C -1.94 1.14 -0.52
C -1.48 1.22 0.92
O -1.90 0.02 1.61
S -0.98 -1.25 1.31
O 0.28 -1.02 1.94
O -1.78 -2.37 1.65
H 3.71 1.05 1.61
H 2.40 1.89 0.99
H 2.04 0.41 -1.61
H 0.86 0.97 -0.47
H 0.68 -1.36 -2.00
H 1.29 -2.00 -0.49
H -1.09 -2.23 -0.73
H -2.63 -0.72 -1.35
H -1.25 -0.05 -2.20
H -3.02 1.30 -0.53
H -1.51 1.97 -1.09
H -0.41 1.34 1.05
H -1.96 2.05 1.43
```

The net charge is 0. For the LUMO energy, the calculation gives 0.020 Eh. The calculation puts the highest occupied orbital energy at -9.98 eV.

(6)
The following is a DFT calculation (ωB97M-V with the def2-TZVPD basis set) of a 2-piece molecular cluster, C3H11N3 overall.

Geometry as XYZ:
```
17
C3H11N3 ωB97M-V with the def2-TZVPD basis set
H 0.22 -3.37 2.57
N 0.24 -2.88 1.67
C 1.12 -3.46 0.99
N 2.21 -2.91 0.40
H 1.09 -4.58 1.16
H 3.20 -3.21 0.44
H 1.99 -2.13 -0.07
C -1.03 1.98 -1.85
N -1.02 2.98 -0.85
C -0.93 2.44 0.48
H -1.11 2.45 -2.82
H -0.07 1.55 -1.99
H -1.56 1.08 -1.80
H -1.91 3.43 -0.84
H -1.25 1.38 0.48
H -1.32 3.00 1.29
H 0.13 2.27 0.75
```

The net charge is 0. For the LUMO energy, the calculation gives 0.031 Eh. The calculation puts the highest occupied orbital energy at -8.69 eV.

Taking the records one at a time from the top gives largest force on an atom values of 3.38, 5.91, 7.04, 2.93, 0.71, 4.89 eV Å⁻¹.
Taking the records one at a time from the top gives electronic energy values of -4230.6895, -494.4987, -702.5669, -4331.2488, -1028.4372, -285.0527 hartree.